1.
{"formula": "C12H22Cl6N4", "method": "ωB97M-V/def2-TZVPD", "energy_ha": -3450.29419, "orbital_gap_ev": 0.830, "e_homo_ha": 0.113, "charge": -4, "elements": ["C", "C", "N", "C", "C", "N", "C", "C", "H", "H", "H", "H", "H", "H", "H", "H", "H", "H", "H", "C", "C", "N", "C", "C", "N", "C", "C", "H", "H", "H", "H", "H", "H", "H", "H", "H", "H", "H", "Cl", "Cl", "Cl", "Cl", "Cl", "Cl"], "coordinates": [[-6.7844, 1.4475, 1.3881], [-6.0964, 1.3776, -0.0197], [-4.8411, 2.1035, -0.0900], [-4.6915, 3.4788, -0.2735], [-3.3449, 3.7470, -0.3165], [-2.6109, 2.6127, -0.0791], [-3.5283, 1.6524, 0.1469], [-1.1675, 2.4290, 0.1823], [-6.1957, 0.9261, 2.1429], [-7.6888, 0.8467, 1.2926], [-6.9085, 2.4916, 1.6755], [-6.7155, 1.7725, -0.8251], [-5.9819, 0.3644, -0.4050], [-5.5303, 4.0059, -0.7035], [-2.8487, 4.6990, -0.4346], [-3.3272, 0.6024, 0.3001], [-0.8607, 1.7357, 0.9654], [-0.7156, 3.4195, 0.2347], [-0.7884, 1.9639, -0.7277], [0.1979, -0.6905, -0.3242], [1.4205, -0.2190, 0.5834], [2.7839, -0.7519, 0.2755], [3.8516, -0.1132, -0.3269], [4.6707, -1.1414, -0.7981], [4.1631, -2.3873, -0.4894], [3.0429, -2.0946, 0.3057], [4.7474, -3.7865, -0.6750], [0.4339, -0.7780, -1.3848], [-0.7855, -0.3556, 0.0059], [0.1104, -1.7568, -0.1158], [1.0164, -0.5978, 1.5222], [1.6248, 0.8503, 0.5300], [3.9569, 0.9467, -0.5052], [5.6182, -1.2318, -1.3086], [2.4159, -2.8613, 0.7364], [5.8030, -3.9538, -0.8889], [4.2126, -4.4637, -1.3409], [4.5853, -4.2752, 0.2857], [4.1773, -5.3296, -3.9832], [4.1064, -3.7289, 3.1910], [3.7998, -7.0566, 0.3929], [1.6739, 3.2082, 2.2662], [7.6138, -2.3042, -3.2169], [5.3851, 3.1963, 0.8092]], "forces_ev_per_a": [[0.832, -0.658, -1.359], [-0.475, -0.166, 0.339], [4.017, 0.603, 0.929], [0.346, -1.064, -1.287], [-0.060, 0.954, 0.209], [-2.904, -1.496, 1.795], [-1.825, -0.203, -1.304], [0.931, 0.398, -1.749], [0.274, 0.190, -0.085], [-0.371, 0.549, 0.172], [-0.394, -0.209, 0.051], [-0.265, 0.570, 0.321], [0.539, -0.207, 0.596], [0.155, 0.425, 0.492], [-0.054, -0.120, -0.116], [0.256, 0.131, 0.219], [-0.565, 0.598, 0.575], [0.177, -0.256, 0.647], [0.190, 0.084, -0.107], [2.076, -1.773, 0.075], [-0.058, 0.116, -0.740], [-0.917, -2.375, 0.306], [0.900, -1.609, -1.534], [0.136, -0.222, -0.058], [-2.196, 1.241, 2.476], [1.432, -0.679, -2.444], [-0.736, -0.837, 1.428], [-0.446, 1.005, -0.278], [0.166, 0.765, -0.334], [0.053, -0.329, 0.260], [1.105, 0.615, 0.645], [-0.664, 0.166, 0.634], [-0.083, 0.059, 0.488], [0.171, 0.898, -0.274], [0.119, 0.125, 0.150], [-0.004, 1.425, -0.278], [-0.421, 0.852, -0.619], [0.006, 0.169, 0.306], [-0.367, -0.122, -0.485], [-0.243, 0.290, 0.234], [-0.189, -0.476, 0.119], [-1.114, 0.036, -0.190], [0.292, 0.290, -0.006], [0.177, 0.249, -0.220]]}


2.
{"formula": "C41H45BrClCrN4O2S", "method": "ωB97M-V/def2-TZVPD", "multiplicity": 2, "energy_ha": -6435.72628, "orbital_gap_ev": [7.604, 7.340], "s2": 0.7840, "e_above_lowest_kj_mol": 73.6, "e_homo_ha": [-0.285, -0.277], "elements": ["Cr", "C", "C", "C", "C", "C", "C", "C", "C", "S", "C", "N", "C", "C", "C", "C", "C", "C", "C", "C", "H", "H", "H", "H", "H", "H", "H", "H", "H", "H", "H", "H", "H", "H", "H", "H", "Cl", "C", "H", "H", "Br", "C", "C", "C", "N", "C", "C", "H", "H", "H", "H", "N", "C", "O", "C", "C", "C", "C", "N", "C", "H", "H", "H", "H", "H", "H", "C", "C", "C", "C", "C", "C", "C", "C", "C", "C", "C", "C", "O", "H", "H", "H", "H", "H", "H", "H", "H", "H", "H", "H", "H", "H", "H", "H", "H", "H"], "coordinates": [[1.0882, -0.8245, 0.9907], [-5.1163, 1.3283, -3.4451], [-6.0356, 0.7956, -2.3469], [-6.5599, 1.9854, -1.5317], [-7.2207, 0.0814, -3.0131], [-5.3159, -0.1758, -1.4127], [-6.0469, -0.7767, -0.3678], [-5.4765, -1.6723, 0.5091], [-4.1304, -1.9926, 0.3459], [-3.1384, -3.1162, 1.2052], [-1.8027, -2.7164, 0.1459], [-2.0631, -1.8389, -0.7642], [-3.3787, -1.4088, -0.6775], [-3.9782, -0.4944, -1.5506], [-0.5233, -3.4366, 0.3088], [-0.6073, -4.8303, 0.2444], [0.5321, -5.6104, 0.2907], [1.7657, -4.9858, 0.3965], [1.8372, -3.6054, 0.4972], [0.7057, -2.7745, 0.4902], [-5.6847, 1.9783, -4.1123], [-4.6934, 0.5209, -4.0455], [-4.2949, 1.9167, -3.0302], [-7.0997, 2.6804, -2.1790], [-5.7374, 2.5234, -1.0589], [-7.2417, 1.6599, -0.7456], [-7.6837, 0.7359, -3.7549], [-7.9880, -0.1905, -2.2872], [-6.8951, -0.8303, -3.5169], [-7.0953, -0.5344, -0.2474], [-6.0673, -2.1245, 1.2950], [-3.3744, -0.0796, -2.3452], [-1.5755, -5.3011, 0.1185], [0.4572, -6.6880, 0.2261], [2.6760, -5.5734, 0.4114], [2.8186, -3.1590, 0.5748], [-0.1604, -2.0845, 3.5750], [1.1919, -1.0272, 2.9945], [2.1135, -1.5372, 3.2704], [1.1188, -0.1160, 3.5889], [-3.1274, 4.1862, 0.8056], [-2.2495, 2.5218, 0.8082], [-2.2670, 1.7289, 1.9362], [-1.4785, 0.5873, 1.9364], [-0.7355, 0.2215, 0.8920], [-0.8269, 0.9424, -0.2352], [-1.5545, 2.1084, -0.3199], [-2.8103, 2.0174, 2.8227], [-1.4106, -0.0441, 2.8131], [-0.2778, 0.5723, -1.0874], [-1.5617, 2.6852, -1.2334], [0.5440, 5.6947, 3.6229], [0.1539, 4.4427, 3.2733], [-0.8589, 3.9253, 3.7052], [1.0304, 3.7220, 2.2941], [1.8092, 4.3447, 1.3313], [2.5276, 3.5556, 0.4482], [2.4189, 2.1787, 0.5399], [1.6489, 1.5665, 1.4465], [0.9946, 2.3322, 2.3116], [-0.0077, 6.1753, 4.3131], [1.4674, 6.0323, 3.4226], [1.8414, 5.4247, 1.2525], [3.1531, 3.9948, -0.3164], [2.9638, 1.5314, -0.1312], [0.3885, 1.8376, 3.0586], [2.1230, 0.9318, -2.8452], [2.5849, -0.5305, -2.8227], [1.4138, -1.4776, -2.5873], [3.8192, -0.7128, -1.9533], [5.0329, -0.7505, -2.6353], [6.2441, -0.8487, -1.9795], [6.2464, -0.9008, -0.5990], [5.0728, -0.8650, 0.1460], [5.2254, -0.9154, 1.6581], [4.7662, -2.2366, 2.2722], [4.6055, 0.2716, 2.3922], [3.8380, -0.7814, -0.5399], [2.6990, -0.7470, 0.1752], [1.4997, 1.1245, -3.7218], [2.9708, 1.6186, -2.8743], [1.5314, 1.1748, -1.9624], [2.9356, -0.7547, -3.8345], [0.8601, -1.2648, -1.6773], [1.7376, -2.5159, -2.5154], [0.7047, -1.3955, -3.4150], [5.0144, -0.7036, -3.7186], [7.1722, -0.8830, -2.5346], [7.1891, -0.9717, -0.0677], [6.3055, -0.8540, 1.8242], [3.6922, -2.3676, 2.1726], [5.0049, -2.2587, 3.3384], [5.2567, -3.0868, 1.7954], [3.5198, 0.2390, 2.3489], [4.9353, 1.2199, 1.9607], [4.9040, 0.2558, 3.4429]], "forces_ev_per_a": [[-0.248, -0.231, 0.116], [0.021, 0.003, 0.008], [-0.010, 0.008, 0.008], [-0.020, 0.001, -0.025], [-0.008, -0.014, -0.023], [-0.011, 0.033, 0.054], [0.019, 0.032, 0.018], [-0.006, -0.012, 0.000], [-0.010, -0.044, -0.043], [-0.003, 0.070, 0.124], [-0.017, 0.059, 0.006], [0.067, 0.076, 0.004], [0.020, -0.005, -0.012], [-0.007, -0.024, -0.021], [0.101, 0.029, -0.019], [0.021, 0.016, -0.051], [0.042, -0.037, 0.004], [-0.016, -0.040, 0.018], [-0.078, 0.008, -0.048], [-0.002, 0.011, -0.043], [0.000, 0.013, 0.008], [-0.015, 0.000, -0.015], [0.018, -0.019, 0.010], [0.007, 0.003, -0.005], [0.046, 0.034, 0.018], [-0.012, 0.009, 0.000], [-0.011, 0.007, 0.015], [0.021, -0.024, 0.007], [0.012, 0.012, -0.013], [0.004, -0.007, 0.007], [0.003, -0.004, 0.003], [0.032, 0.013, 0.002], [-0.011, 0.014, 0.009], [0.008, -0.009, -0.001], [0.000, -0.007, -0.006], [-0.003, -0.005, -0.006], [0.000, -0.012, -0.002], [0.081, 0.090, 0.055], [-0.010, -0.028, 0.000], [0.030, 0.003, 0.033], [-0.063, -0.049, -0.039], [-0.039, 0.023, -0.001], [0.024, -0.042, -0.013], [-0.105, -0.102, -0.006], [0.089, 0.119, -0.219], [-0.168, 0.024, 0.101], [-0.009, -0.043, -0.038], [0.001, -0.003, 0.001], [-0.002, 0.014, 0.021], [0.068, -0.024, -0.081], [-0.002, 0.006, 0.004], [-0.005, 0.038, -0.043], [-0.015, -0.057, 0.015], [0.033, 0.019, 0.032], [-0.046, -0.056, 0.012], [0.034, 0.017, -0.001], [-0.001, 0.010, -0.006], [-0.012, 0.003, 0.071], [0.021, 0.058, -0.072], [0.008, 0.026, -0.015], [0.010, 0.001, 0.008], [0.001, 0.001, 0.021], [-0.004, 0.000, -0.010], [-0.001, -0.003, -0.002], [0.014, -0.017, -0.029], [0.011, 0.005, 0.013], [-0.045, -0.002, -0.023], [-0.016, 0.021, -0.065], [-0.033, -0.023, -0.015], [-0.006, -0.053, 0.199], [0.006, -0.027, 0.029], [0.033, -0.005, -0.047], [0.010, -0.012, 0.050], [-0.045, 0.007, -0.084], [0.054, 0.006, -0.002], [0.004, -0.009, 0.027], [-0.028, 0.024, 0.003], [-0.076, 0.020, -0.005], [0.208, 0.022, -0.171], [-0.034, -0.013, 0.032], [0.015, -0.015, -0.055], [0.024, 0.017, 0.097], [0.035, 0.058, 0.013], [-0.030, 0.025, 0.111], [0.023, -0.008, -0.005], [0.012, -0.018, -0.005], [0.003, 0.000, 0.006], [0.000, 0.002, -0.005], [0.000, 0.004, -0.008], [-0.018, -0.003, 0.023], [-0.020, -0.005, -0.004], [0.017, -0.004, -0.007], [-0.003, 0.003, -0.011], [-0.005, 0.004, 0.010], [0.008, -0.006, -0.002], [0.009, 0.004, 0.000]]}


F_max, record by record: 4.17 0.36 eV/Å